# 1
Density functional theory data (wB97M-V/def2-TZVPD) for one molecule with the formula C5H8N2O in a non-equilibrium geometry.

```
! wB97M-V def2-TZVPD RIJCOSX def2/J DEFGRID3
* xyz 0 1
C -1.653 -0.308 -1.344
C -0.200 -0.838 1.119
C 0.850 -0.573 0.094
C 1.424 -1.400 -0.728
C 0.511 1.780 0.779
N -1.768 0.119 -0.124
N -1.429 -0.564 0.958
O 1.161 0.779 0.025
H -1.959 0.494 -2.113
H 0.180 -1.112 2.105
H 2.139 -0.872 -1.347
H -1.371 -1.189 -1.767
H 1.258 -2.498 -0.744
H 0.350 1.599 1.851
H -0.544 1.831 0.567
H 1.050 2.752 0.668
*
```

Output
lowest unoccupied orbital energy = 0.7 eV
total energy = -379.923092 a.u.
energy relative to the best compared isomer or geometry (same formula, charge and spin) = 103.6 kcal per mole
highest occupied orbital energy = -8.93 eV

---

# 2
Density functional theory data (wB97M-V/def2-TZVPD) for C37H57ClIKN2O2P2S3Si4 as an isolated structure in a non-equilibrium geometry.

```
! wB97M-V def2-TZVPD RIJCOSX def2/J DEFGRID3
* xyz -2 1
K -1.083 -0.458 0.657
C -4.235 1.823 0.753
P -3.165 1.490 -0.705
C -3.150 3.199 -1.425
C -4.379 0.687 -1.858
C -5.752 0.873 -1.728
C -6.652 0.182 -2.531
C -6.179 -0.711 -3.479
C -4.811 -0.887 -3.637
C -3.901 -0.192 -2.850
P -2.069 -0.355 -3.009
C -1.864 0.837 -4.432
C -1.905 -1.885 -4.032
H -5.016 2.561 0.552
H -3.600 2.191 1.561
H -4.689 0.887 1.087
H -4.140 3.504 -1.772
H -2.440 3.267 -2.251
H -2.811 3.888 -0.647
H -6.133 1.544 -0.968
H -7.718 0.330 -2.402
H -6.873 -1.275 -4.091
H -4.456 -1.589 -4.383
H -2.545 0.612 -5.257
H -0.832 0.787 -4.788
H -2.047 1.859 -4.094
H -0.838 -2.071 -4.171
H -2.328 -2.747 -3.511
H -2.374 -1.785 -5.014
S -1.738 2.748 3.454
C -1.297 1.396 4.379
N -1.403 0.115 4.108
C -0.932 -0.678 5.129
C -0.996 -2.071 5.143
C -0.468 -2.772 6.217
C 0.112 -2.103 7.296
C 0.151 -0.713 7.313
C -0.376 -0.010 6.238
S -0.507 1.693 5.963
H -1.468 -2.579 4.311
H -0.512 -3.855 6.216
H 0.522 -2.664 8.127
H 0.580 -0.186 8.157
Cl -1.991 -7.281 -0.259
C -2.240 -5.539 -0.291
C -3.439 -5.028 0.113
C -3.674 -3.650 0.085
I -5.536 -2.904 0.638
C -2.713 -2.701 -0.332
O -2.917 -1.463 -0.374
C -1.418 -3.284 -0.747
N -0.464 -2.407 -1.149
C 0.689 -2.869 -1.563
C 0.983 -4.244 -1.631
C 0.046 -5.144 -1.215
C -1.205 -4.686 -0.744
H -4.216 -5.699 0.454
H 1.428 -2.131 -1.854
H 1.951 -4.571 -1.993
H 0.245 -6.208 -1.239
C 2.056 -1.549 3.182
S 1.022 -2.898 2.637
C 2.244 -3.664 1.587
O 0.024 -2.275 1.706
H 2.378 -0.992 2.298
H 1.450 -0.914 3.827
H 2.902 -1.949 3.743
H 3.086 -3.986 2.202
H 2.558 -2.938 0.835
H 1.774 -4.521 1.108
C 4.900 -0.751 -0.245
Si 4.422 1.013 0.277
C 5.819 2.075 -0.433
C 4.761 1.066 2.146
Si 2.183 1.393 -0.196
Si 2.258 1.737 -2.500
C 0.888 2.897 -3.097
C 3.819 2.390 -3.352
C 1.914 0.116 -3.421
Si 1.920 3.557 0.625
C 2.003 3.566 2.508
C 3.104 4.922 0.058
C 0.189 4.203 0.228
H 4.345 -1.491 0.338
H 4.659 -0.924 -1.299
H 5.971 -0.936 -0.105
H 6.768 1.841 0.063
H 5.609 3.139 -0.289
H 5.940 1.918 -1.506
H 5.589 0.400 2.416
H 3.884 0.778 2.731
H 5.028 2.081 2.455
H 1.100 3.933 -2.820
H -0.071 2.627 -2.644
H 0.781 2.845 -4.186
H 4.163 3.323 -2.897
H 3.626 2.569 -4.416
H 4.640 1.672 -3.271
H 0.920 -0.260 -3.156
H 2.643 -0.656 -3.149
H 1.958 0.255 -4.508
H 2.898 3.064 2.885
H 1.130 3.053 2.922
H 1.999 4.592 2.892
H 4.121 4.735 0.416
H 2.778 5.896 0.440
H 3.151 4.979 -1.035
H -0.558 3.480 0.569
H 0.038 4.363 -0.842
H 0.001 5.148 0.751
*
```

Output
lowest unoccupied orbital energy = 3.6 eV
total energy = -6097.369819 a.u.
energy relative to the best compared isomer or geometry (same formula, charge and spin) = 25.5 kcal per mole
highest occupied orbital energy = -1.72 eV

---

# 3
Density functional theory data (wB97M-V/def2-TZVPD) for C18H21CrIN7O3 as an isolated structure.

```
! wB97M-V def2-TZVPD RIJCOSX def2/J DEFGRID3
* xyz 0 4
Cr 0.218 0.004 -0.130
C -4.289 -1.124 -0.374
C -3.697 -0.739 0.949
N -4.459 -0.796 2.036
C -3.912 -0.436 3.202
C -2.604 -0.003 3.351
C -2.124 0.419 4.711
O -1.839 1.816 4.791
C -1.797 0.054 2.214
C -0.364 0.514 2.211
N 0.528 -0.566 1.683
C 1.699 -0.828 2.356
C 1.724 -1.107 3.733
C 2.893 -1.442 4.388
C 4.105 -1.520 3.707
C 4.127 -1.223 2.355
C 2.945 -0.877 1.720
I 3.037 -0.237 -0.262
C -2.358 -0.329 1.005
O -1.646 -0.308 -0.140
H -5.311 -1.466 -0.223
H -3.705 -1.913 -0.853
H -4.289 -0.275 -1.061
H -4.558 -0.494 4.074
H -1.195 -0.082 4.981
H -2.875 0.133 5.454
H -2.623 2.288 4.492
H -0.066 0.866 3.202
H 0.789 -1.079 4.279
H 2.857 -1.658 5.449
H 5.017 -1.794 4.221
H 5.057 -1.243 1.802
N -0.821 -4.080 -1.092
N -0.637 -2.872 -1.736
N -1.482 -2.436 -2.635
C -0.991 -1.222 -2.865
N 0.115 -0.979 -2.159
N 0.328 -2.079 -1.431
H -1.060 -4.767 -1.796
H 0.044 -4.303 -0.614
H -1.442 -0.520 -3.544
C 1.706 3.084 0.632
O 1.177 2.143 1.535
C -0.087 1.598 1.154
C -1.131 2.669 0.949
H 2.759 3.217 0.877
H 1.200 4.051 0.700
H 1.631 2.732 -0.406
H -0.931 3.290 0.075
H -1.160 3.325 1.829
H -2.119 2.233 0.818
*
```

Output
⟨S²⟩ = 3.89
lowest unoccupied orbital energy (alpha / beta) = -0.1 / 0.0 eV
total energy = -2649.591801 a.u.
energy relative to the best compared isomer or geometry (same formula, charge and spin) = 0.0 kcal per mole
highest occupied orbital energy (alpha / beta) = -7.30 / -7.58 eV

---

# 4
Density functional theory data (wB97M-V/def2-TZVPD) for C24H26CuN4Si as an isolated structure in a non-equilibrium geometry.

```
! wB97M-V def2-TZVPD RIJCOSX def2/J DEFGRID3
* xyz 0 2
C 0.738 2.186 4.004
C 1.149 2.473 2.668
C -0.041 2.667 1.871
H 2.159 2.633 2.345
C -1.174 2.342 2.721
C -0.682 2.105 4.047
H -1.302 1.874 4.893
H 1.364 2.152 4.872
H -0.101 3.039 0.866
H -2.204 2.407 2.392
Cu -0.532 0.685 1.591
C 0.309 -0.232 -0.632
H -0.736 0.320 -0.744
H 0.424 -1.142 0.119
H 1.252 0.471 -0.549
Si -0.155 -0.868 -2.560
C 1.501 -0.948 -3.393
C 2.187 0.286 -3.394
H 1.697 1.184 -2.995
C 3.469 0.391 -3.943
H 4.006 1.339 -3.836
C 4.037 -0.715 -4.595
H 5.054 -0.635 -4.989
C 3.303 -1.904 -4.738
H 3.760 -2.744 -5.275
C 2.019 -2.009 -4.175
H 1.418 -2.898 -4.383
C -1.251 0.391 -3.420
C -1.073 0.867 -4.748
H -0.344 0.393 -5.418
C -1.851 1.936 -5.206
H -1.665 2.360 -6.190
C -2.873 2.457 -4.405
H -3.452 3.313 -4.750
C -3.161 1.870 -3.170
H -3.984 2.235 -2.560
C -2.400 0.796 -2.706
H -2.715 0.258 -1.800
H -0.262 -1.592 -1.152
H -0.770 -2.169 -2.843
N 0.470 -2.013 5.548
C 1.648 -1.515 6.097
C 2.127 -0.565 5.205
N 1.288 -0.514 4.104
C 0.259 -1.380 4.292
C -0.904 -1.630 3.480
N -1.350 -0.906 2.421
C -2.558 -1.474 1.992
C -2.853 -2.581 2.771
N -1.827 -2.643 3.709
H -0.032 -2.749 5.964
H 2.072 -1.885 7.005
H 2.999 0.036 5.338
H -3.081 -1.081 1.151
H -3.648 -3.301 2.687
H -1.727 -3.376 4.417
*
```

Output
⟨S²⟩ = 0.75
lowest unoccupied orbital energy (alpha / beta) = 0.1 / 0.1 eV
total energy = -3078.888851 a.u.
energy relative to the best compared isomer or geometry (same formula, charge and spin) = 98.4 kcal per mole
highest occupied orbital energy (alpha / beta) = -5.89 / -6.00 eV